DFT (ωB97M-V with the def2-TZVPD basis set) results for a structure of composition C39H45FeN6O2PSb.

Calculated values
LUMO level (eV): -7.22
Net charge: +3
HOMO energy (Eh): -0.5530
Spin multiplicity: 1
Kohn-Sham gap (eV): 7.825
Electronic energy (Ha): -3836.722700
M (g/mol): 838.41

Atoms and positions in Å:
Fe: 1.231 -0.737 -0.345
C: 2.319 1.910 -1.238
C: 2.331 1.572 -2.709
C: 1.190 0.694 -3.139
C: 0.717 0.798 -4.447
C: -0.315 -0.001 -4.881
C: -0.863 -0.916 -3.987
C: -0.347 -0.966 -2.716
N: 0.660 -0.180 -2.272
N: 2.688 0.764 -0.364
C: 3.980 0.156 -0.764
C: 3.768 -1.107 -1.531
C: 4.725 -1.648 -2.375
C: 4.471 -2.863 -2.984
C: 3.261 -3.501 -2.733
C: 2.358 -2.895 -1.890
N: 2.607 -1.718 -1.292
C: 2.798 1.268 1.014
C: 2.904 0.088 1.924
C: 3.605 0.104 3.123
C: 3.645 -1.043 3.890
C: 3.004 -2.186 3.417
C: 2.331 -2.122 2.214
N: 2.255 -0.994 1.479
H: 1.323 2.229 -0.947
H: 3.000 2.747 -1.048
H: 3.267 1.103 -3.025
H: 2.283 2.511 -3.260
H: 1.172 1.523 -5.109
H: -0.696 0.087 -5.890
H: -1.672 -1.572 -4.275
H: -0.755 -1.660 -1.990
H: 4.545 -0.100 0.136
H: 4.600 0.867 -1.313
H: 5.654 -1.121 -2.547
H: 5.203 -3.310 -3.643
H: 3.023 -4.452 -3.190
H: 1.401 -3.347 -1.666
H: 1.897 1.844 1.245
H: 3.649 1.946 1.129
H: 4.116 1.005 3.437
H: 4.190 -1.062 4.825
H: 3.054 -3.119 3.963
H: 1.873 -2.995 1.773
C: -6.350 1.376 -0.463
C: -5.824 0.346 0.307
C: -4.450 0.213 0.454
C: -3.592 1.124 -0.166
C: -4.123 2.160 -0.931
C: -5.500 2.286 -1.071
Sb: -1.499 0.936 0.048
C: -0.905 2.878 -0.579
C: -0.431 3.831 0.324
C: 0.012 5.070 -0.124
C: -0.012 5.370 -1.479
C: -0.492 4.435 -2.388
C: -0.935 3.197 -1.939
C: -1.470 1.322 2.154
C: -2.563 1.873 2.828
C: -2.515 2.096 4.200
C: -1.369 1.790 4.925
C: -0.266 1.255 4.271
C: -0.332 1.010 2.901
H: -7.421 1.472 -0.583
H: -6.489 -0.352 0.799
H: -4.056 -0.576 1.077
H: -3.480 2.890 -1.404
H: -5.906 3.105 -1.651
H: -0.414 3.619 1.388
H: 0.362 5.808 0.587
H: 0.329 6.337 -1.826
H: -0.533 4.678 -3.443
H: -1.306 2.478 -2.665
H: -3.455 2.150 2.279
H: -3.373 2.523 4.705
H: -1.328 1.990 5.988
H: 0.649 1.062 4.821
H: 0.532 0.591 2.403
N: -2.616 -4.699 -0.942
C: -1.476 -4.700 0.049
P: -1.302 -2.949 0.651
O: -2.517 -2.299 0.078
O: 0.096 -2.437 0.414
C: -1.548 -3.069 2.464
N: -1.091 -1.810 3.142
H: -3.306 -5.426 -0.750
H: -2.298 -4.819 -1.903
H: -3.056 -3.752 -0.854
H: -0.568 -5.058 -0.428
H: -1.733 -5.384 0.857
H: -1.006 -3.910 2.897
H: -2.612 -3.175 2.666
H: -1.218 -1.856 4.155
H: -1.594 -0.976 2.805
H: -0.100 -1.622 2.953

Here are the Mulliken charges for atoms 1 to 4, given in e: 0.65 -0.40 -1.45 0.29

DFT (ωB97M-V with the def2-TZVPD basis set) results for a cluster of 3 separate species, CH9NO2 in total.

Calculated values
LUMO level (spin up / spin down) (eV): 3.85 / 3.70
Relative energy (zero: lowest compared OMol25 entry of this formula, charge and spin) (kcal per mole): 15.0
Net charge: -1
HOMO energy (spin up / spin down) (Eh): 0.0346 / -0.2265
Spin multiplicity: 2
Kohn-Sham gap (spin up / spin down) (eV): 2.908 / 9.862
Electronic energy (Ha): -248.664961
M (g/mol): 67.09

Atoms and positions in Å:
C: -1.217 -0.875 0.349
N: -0.250 0.032 -0.249
H: -2.184 -0.362 0.602
H: -0.926 -1.392 1.308
H: -1.217 -1.881 -0.246
H: -0.711 0.464 -1.085
H: -0.061 0.843 0.392
H: 1.042 -2.056 -2.614
H: 0.860 -0.796 -1.708
O: 1.254 -1.105 -2.556
H: 0.777 1.418 2.951
H: -0.596 2.286 2.549
O: 0.254 1.917 2.243

Here are the natural (NBO) charges for atoms 1 to 4, given in e: -0.56 -0.91 0.17 0.19

What did the second record say?
DFT (ωB97M-V with the def2-TZVPD basis set) results for a cluster of 3 separate species, CH9NO2 in total.

Calculated values
LUMO level (spin up / spin down) (eV): 3.85 / 3.70
Relative energy (zero: lowest compared OMol25 entry of this formula, charge and spin) (kcal per mole): 15.0
Net charge: -1
HOMO energy (spin up / spin down) (Eh): 0.0346 / -0.2265
Spin multiplicity: 2
Kohn-Sham gap (spin up / spin down) (eV): 2.908 / 9.862
Electronic energy (Ha): -248.664961
M (g/mol): 67.09

Atoms and positions in Å:
C: -1.217 -0.875 0.349
N: -0.250 0.032 -0.249
H: -2.184 -0.362 0.602
H: -0.926 -1.392 1.308
H: -1.217 -1.881 -0.246
H: -0.711 0.464 -1.085
H: -0.061 0.843 0.392
H: 1.042 -2.056 -2.614
H: 0.860 -0.796 -1.708
O: 1.254 -1.105 -2.556
H: 0.777 1.418 2.951
H: -0.596 2.286 2.549
O: 0.254 1.917 2.243

Here are the natural (NBO) charges for atoms 1 to 4, given in e: -0.56 -0.91 0.17 0.19